# 1
Density functional theory data (wB97M-V/def2-TZVPD) for C19H26ClN2O4PtSSi as an isolated structure at a distorted geometry.

Geometry (Å):
Pt 0.000000 0.000000 0.000000
Cl -6.034649 -0.124917 -6.199118
C -4.801065 0.251118 -5.056370
C -4.292301 1.546007 -4.989876
C -3.292002 1.848573 -4.062429
C -2.790309 0.864073 -3.193698
C -3.320108 -0.434993 -3.280574
C -4.320488 -0.742208 -4.206432
C -1.703684 1.195296 -2.187052
O -1.277117 2.392550 -2.170905
O -1.303520 0.249987 -1.437390
H -4.662075 2.324528 -5.648830
H -2.889295 2.859103 -4.004570
H -2.939458 -1.206692 -2.612607
H -4.712298 -1.752861 -4.252957
C -0.576094 2.862763 2.570723
Si 0.933686 1.766035 2.620498
C 0.856103 0.654621 4.118215
C 2.459751 2.837418 2.710903
O 0.986703 0.879802 1.299474
H -0.611854 3.483788 3.489235
H -1.488145 2.233820 2.513866
H -0.525208 3.522242 1.680110
H 0.819105 1.275279 5.036923
H 1.756504 0.007222 4.145384
H -0.053380 0.022004 4.062487
H 2.420971 3.458286 3.629457
H 2.501976 3.497321 1.820132
H 3.362647 2.193533 2.737790
N 2.443331 -2.405855 2.444337
C 1.840611 -1.236691 2.074530
N 1.111090 -1.386686 0.993077
C 1.247045 -2.709717 0.647682
C 0.687437 -3.421002 -0.423183
C 0.987436 -4.783114 -0.554928
C 1.827115 -5.423064 0.360705
C 2.395331 -4.729812 1.436291
C 2.079403 -3.373754 1.543316
H 3.049696 -2.534238 3.240765
H 1.970012 -0.316376 2.628110
H 0.037050 -2.917131 -1.129167
H 0.559886 -5.346184 -1.381140
H 2.043778 -6.482146 0.234989
H 3.046566 -5.227965 2.145750
C 0.382587 4.447565 -0.319719
S -0.740701 3.147550 -0.886549
C -2.234828 3.873747 -0.170275
O -0.423965 1.906112 -0.106587
H 0.100039 5.398535 -0.777305
H 1.398713 4.187304 -0.625513
H 0.341230 4.527875 0.769080
H -2.426232 4.844702 -0.632995
H -2.112728 3.989892 0.909210
H -3.076402 3.206225 -0.369917
H -0.335111 -1.538501 -0.686529

Forces on the atoms, in the same order (eV/Å):
-0.63 -8.77 -2.89
-0.57 -0.17 -0.53
0.28 0.01 0.29
0.87 0.53 0.71
-0.78 0.42 -0.95
2.46 0.77 2.39
-0.77 -0.99 -0.52
0.81 0.08 0.80
-4.85 -3.91 -3.58
-2.42 -2.43 -4.57
-1.39 -0.99 -1.38
-0.03 -0.12 0.01
-0.11 -0.21 -0.05
-0.11 0.17 -0.16
-0.04 0.10 -0.07
-0.17 0.30 0.56
-0.88 1.27 -0.79
0.03 -0.04 0.94
0.34 0.13 0.24
3.48 2.85 3.77
-0.19 -0.16 -0.37
0.38 0.40 -0.01
-0.07 -0.78 1.13
0.01 -0.43 -0.34
-0.67 0.49 0.83
0.52 0.21 0.09
0.21 -0.20 -0.45
0.01 -0.36 0.51
-0.27 0.44 -0.01
0.05 0.43 0.28
0.55 -0.31 0.10
0.67 -1.06 0.72
-0.55 -1.37 -1.25
0.42 -1.03 0.09
-0.19 0.86 0.09
0.41 0.10 0.61
-0.38 -0.13 -0.59
0.13 -0.51 -0.05
-0.17 0.18 -0.17
0.16 -0.96 -0.83
0.17 -0.37 -0.03
0.08 0.12 0.16
-0.02 0.20 0.06
-0.05 0.06 -0.04
0.92 0.54 3.74
2.78 6.59 -0.53
0.08 -0.40 0.09
-0.96 5.03 0.84
-0.30 -0.43 -0.16
-0.23 -0.19 -0.08
0.99 1.21 0.58
0.19 -0.20 -0.04
-0.27 0.05 -0.07
0.08 -0.01 -0.06
-0.02 2.99 0.93

- Spin multiplicity: 3
- Total energy: -65769.4167 eV
- Charge: -1
- Expectation value of S²: 2.03

Per-atom Mulliken charges, elementary charge units: Pt 0.61; Cl -0.29; C 0.35; C -0.61; C -0.49; C 0.38; C -0.44; C -0.59; C 0.15; O -0.65; O -0.99; H 0.37; H 0.38; H 0.30; H 0.37; C -0.06; Si 0.43; C -1.15; C -1.04; O -0.48; H 0.48; H 0.29; H -0.77; H 0.41; H 0.36; H 0.31; H 0.34; H 0.23; H 0.29; N -0.01; C -0.15; N -0.11; C 1.66; C -0.78; C -0.91; C -0.30; C -1.14; C 0.22; H 0.21; H 0.21; H 0.53; H 0.38; H 0.36; H 0.36; C -0.87; S 1.21; C -1.03; O -0.87; H 0.30; H 0.21; H 0.19; H 0.33; H 0.34; H 0.34; H -0.15

---

# 2
Density functional theory data (wB97M-V/def2-TZVPD) for one molecule with the formula C19H26ClN3O3.

Geometry (Å):
O -0.684286 -0.624327 1.149009
C -1.092558 0.202162 0.360222
N -0.317565 1.223358 -0.121112
H -0.624653 1.683471 -0.964572
C 1.134051 1.154303 0.042388
C 1.789201 2.229424 -0.835124
C 1.407759 3.638937 -0.392909
C 1.774701 3.854632 1.071374
C 1.089924 2.804638 1.939645
C 1.500530 1.396792 1.510349
H 0.991564 0.663452 2.136182
H 2.581444 1.293830 1.633639
H 1.356691 2.953358 2.987535
H 0.007085 2.905841 1.850249
H 1.473330 4.855075 1.387084
H 2.858113 3.777691 1.191676
H 1.923935 4.366301 -1.022547
H 0.334039 3.791494 -0.517663
H 2.873213 2.109289 -0.765126
H 1.505670 2.057646 -1.876065
C 1.558631 -0.216052 -0.537886
O 1.282433 -0.478349 -1.695721
N 2.230924 -1.047582 0.266027
H 2.377365 -0.816459 1.233516
C 2.691361 -2.348139 -0.155466
H 2.207052 -2.587590 -1.104349
H 2.409743 -3.085533 0.599515
C 4.220396 -2.352269 -0.339262
H 4.552666 -3.392788 -0.449014
C 4.670868 -1.488863 -1.530980
H 4.925097 -2.097978 -2.394865
H 3.870818 -0.804922 -1.813096
C 5.868107 -0.718729 -0.976872
H 6.008477 0.251423 -1.447414
H 6.782087 -1.303837 -1.083173
C 5.491620 -0.607284 0.498176
H 6.347349 -0.489199 1.165209
O 4.861007 -1.828937 0.821908
H 4.799359 0.234969 0.653122
N -2.389447 0.272491 -0.099399
C -3.461642 -0.551043 0.205125
C -3.371843 -1.648247 1.059258
C -4.481404 -2.430394 1.318025
C -5.703240 -2.141209 0.735485
C -5.814572 -1.055613 -0.116720
C -4.705385 -0.274894 -0.374125
Cl -4.868990 1.086520 -1.449250
H -6.758051 -0.813609 -0.581300
H -6.568384 -2.752792 0.938234
H -4.387400 -3.275561 1.982586
H -2.419369 -1.871087 1.509636
H -2.620726 1.012212 -0.751497

Forces on the atoms, in the same order (eV/Å):
0.06 -0.25 0.10
-0.37 0.31 -0.05
0.24 0.37 -0.16
-0.02 -0.11 0.01
0.09 -0.38 -0.01
-0.33 0.10 -0.08
0.31 -0.03 0.10
-0.34 0.06 -0.01
0.32 -0.01 0.04
-0.26 0.13 0.06
0.14 -0.05 -0.01
0.08 -0.05 0.00
-0.07 -0.01 0.03
-0.04 0.02 0.07
0.08 0.04 0.02
0.08 0.04 0.02
-0.08 0.01 -0.05
-0.05 0.08 -0.05
0.04 -0.06 -0.01
0.06 -0.09 0.01
-0.02 0.28 0.19
-0.07 -0.06 -0.28
0.37 -0.14 0.25
-0.11 0.13 -0.07
0.46 -0.14 -0.07
0.01 -0.06 0.12
-0.03 0.02 -0.07
-0.42 -0.28 -0.33
-0.04 0.11 -0.02
0.05 0.01 0.22
-0.05 -0.01 -0.06
-0.03 0.01 -0.07
-0.08 -0.10 0.21
0.05 0.05 -0.04
0.05 0.04 0.00
0.23 0.35 -0.10
-0.05 0.05 -0.03
-0.15 -0.16 0.14
0.07 -0.04 0.00
-0.10 0.34 -0.40
-0.19 -0.21 0.08
0.14 -0.05 0.08
-0.08 0.05 -0.06
-0.07 -0.01 -0.01
0.03 -0.06 0.05
0.04 -0.06 0.06
-0.03 0.07 -0.06
-0.04 0.06 -0.05
-0.08 -0.06 0.02
0.03 -0.07 0.06
0.01 -0.01 0.01
0.17 -0.13 0.19

- Total energy: -43262.4162 eV
- SMILES: O=C(Nc1ccccc1Cl)NC1(C(=O)NC[C@H]2CCCO2)CCCCC1
- Energy above the lowest of the compared OMol25 structures with the same formula, charge and spin: 0.0 kcal per mole

Per-atom Mulliken charges, elementary charge units: O -0.66; C 0.61; N -0.25; H 0.41; C 1.93; C -1.39; C -0.70; C -0.64; C -1.10; C -1.16; H 0.54; H 0.40; H 0.45; H 0.32; H 0.38; H 0.28; H 0.43; H 0.36; H 0.36; H 0.50; C -0.86; O -0.72; N 0.20; H 0.33; C -1.21; H 0.40; H 0.50; C 0.10; H 0.41; C -0.40; H 0.44; H 0.02; C -0.70; H 0.38; H 0.28; C 0.09; H 0.40; O -0.51; H -0.23; N -0.13; C 0.00; C -0.32; C -0.81; C -0.43; C -0.55; C 0.66; Cl -0.29; H 0.40; H 0.38; H 0.37; H 0.55; H 0.21

---

# 3
Density functional theory data (wB97M-V/def2-TZVPD) for C19H26F3N4O4PdS as an isolated structure.

Geometry (Å):
Pd 1.223089 0.268864 -0.944402
N 1.076581 1.156545 0.900496
C 2.089928 2.161475 1.287936
C 3.503189 1.602977 1.263194
C 4.050845 1.404626 -0.143871
N 3.329885 0.328366 -0.863186
H 0.152056 1.581461 0.925469
H 1.018701 0.421895 1.604776
H 1.844436 2.551010 2.277524
H 2.015012 2.988517 0.579876
H 3.556857 0.666836 1.831145
H 4.157311 2.306994 1.778702
H 5.113672 1.163264 -0.095608
H 3.937139 2.323540 -0.719717
H 3.385032 -0.533791 -0.317343
H 3.806730 0.127856 -1.736016
F 1.177299 -3.701908 -6.605828
C 1.068521 -2.373737 -6.731971
F 2.058972 -1.946223 -7.519293
F -0.094131 -2.111889 -7.339881
C 1.114093 -1.713238 -5.371254
C 2.115669 -0.819780 -5.034362
C 2.100026 -0.268491 -3.769240
N 1.168779 -0.562780 -2.854596
C 0.188431 -1.405648 -3.199440
C 0.128627 -2.001651 -4.442462
H 2.888972 -0.547333 -5.736998
H 2.842926 0.464410 -3.488798
H -0.567403 -1.583483 -2.450241
H -0.681799 -2.678709 -4.673582
C 0.138948 2.108129 4.661121
C -1.059791 1.559662 3.935171
C -1.537390 2.168177 2.779969
C -2.634873 1.658443 2.096288
C -3.280811 0.539910 2.594255
C -2.844461 -0.065314 3.767922
C -1.732668 0.435027 4.421129
S -4.683246 -0.112624 1.720958
O -4.942141 0.824088 0.670704
O -5.673020 -0.493468 2.679756
N -4.194797 -1.507582 1.042606
C -3.106604 -1.567180 0.083626
C -1.786110 -2.008042 0.718001
C -0.520838 -1.512807 0.057430
O 0.540975 -2.114066 0.159195
O -0.641571 -0.353061 -0.546082
H 0.410377 3.095684 4.287940
H 1.003315 1.447036 4.550142
H -0.055391 2.198489 5.729532
H -1.069550 3.085690 2.432771
H -3.020118 2.137205 1.205812
H -3.382346 -0.915747 4.168316
H -1.394063 -0.035134 5.336601
H -4.454641 -2.333113 1.560777
H -3.013264 -0.575199 -0.355688
H -3.387510 -2.246927 -0.722800
H -1.714994 -3.090629 0.821561
H -1.732862 -1.596621 1.731961

Forces on the atoms, in the same order (eV/Å):
0.17 -0.34 0.02
0.06 -0.07 0.01
-0.01 0.06 -0.03
-0.02 0.01 -0.09
-0.06 0.01 0.13
-0.13 0.03 0.06
-0.12 -0.01 -0.09
0.11 -0.07 -0.01
0.04 -0.05 0.01
-0.05 0.02 0.03
0.00 0.01 -0.02
0.00 0.00 0.00
0.00 -0.01 0.00
0.03 0.00 -0.01
0.23 0.01 -0.06
-0.06 0.01 -0.04
0.00 0.03 -0.01
-0.01 0.00 -0.01
-0.02 -0.01 0.01
0.03 -0.01 0.01
-0.01 0.02 0.05
-0.02 -0.02 -0.01
-0.01 0.10 -0.01
0.12 0.10 0.05
-0.07 -0.05 0.15
0.01 -0.01 -0.06
0.00 0.00 0.00
0.01 0.00 -0.03
0.03 -0.03 -0.06
0.00 0.00 -0.01
-0.01 -0.01 0.01
-0.02 -0.05 0.04
0.05 0.07 -0.03
-0.04 0.01 0.01
0.04 -0.04 -0.03
0.01 -0.02 -0.04
0.04 0.03 0.00
-0.07 0.02 -0.02
-0.01 -0.02 -0.01
0.01 0.03 0.01
-0.02 -0.08 0.00
0.03 0.04 -0.01
0.00 -0.02 0.10
-0.13 0.09 0.11
-0.04 0.04 0.01
-0.07 0.16 -0.16
0.00 0.00 0.00
-0.01 0.00 0.02
0.00 -0.01 0.00
-0.02 -0.02 -0.01
0.02 0.00 0.00
0.00 0.00 0.00
0.00 0.00 0.00
0.01 0.02 0.04
0.03 0.00 0.01
-0.01 0.02 -0.01
-0.01 0.00 -0.02
-0.02 -0.01 0.00

- Total energy: -56738.8840 eV
- Charge: +1
- Energy above the lowest of the compared OMol25 structures with the same formula, charge and spin: 8.0 kcal per mole

Per-atom Mulliken charges, elementary charge units: Pd 0.74; N -0.23; C -0.33; C -0.77; C -0.68; N -0.50; H 0.20; H 0.28; H 0.16; H 0.40; H 0.30; H 0.38; H 0.40; H 0.34; H 0.35; H 0.31; F -0.23; C 0.72; F -0.27; F -0.23; C 0.65; C -0.95; C -0.27; N -0.12; C -0.05; C -1.04; H 0.48; H 0.61; H 0.47; H 0.45; C -1.65; C 0.90; C -0.82; C 0.01; C -0.10; C -0.64; C -0.69; S 1.22; O -0.68; O -0.70; N -0.24; C -0.92; C 0.02; C 0.81; O -0.66; O -0.87; H 0.37; H 0.28; H 0.48; H 0.48; H 0.56; H 0.45; H 0.46; H 0.29; H 0.44; H 0.30; H 0.42; H -0.07

---

# 4
Density functional theory data (wB97M-V/def2-TZVPD) for one molecule with the formula C19H26FN3O3S at a distorted geometry.

Geometry (Å):
C -2.764081 0.949252 4.571965
H -3.002238 -0.044921 4.202187
H -3.388103 1.671210 4.049120
H -3.017915 0.982525 5.628930
C -1.286716 1.281890 4.374751
C -0.969287 2.636918 5.003987
H 0.087470 2.870102 4.899832
H -1.543810 3.423375 4.519204
H -1.217286 2.634127 6.062805
C -0.903314 1.307664 2.892208
H 0.107402 1.704682 2.786664
H -1.583915 1.962969 2.345479
C -0.921678 -0.078240 2.237671
N 0.007726 -0.982991 2.892424
C 1.341135 -0.899126 2.622373
O 1.837848 0.011582 2.004509
O 1.974602 -1.941431 3.169617
C 3.410447 -2.085711 3.021172
C 4.132015 -0.906376 3.672052
H 3.830687 -0.811962 4.713253
H 3.889726 0.015305 3.150565
H 5.205765 -1.065451 3.627981
C 3.729264 -3.384945 3.761378
H 3.430858 -3.303375 4.803185
H 3.188252 -4.212443 3.310519
H 4.794799 -3.587698 3.711705
C 3.774085 -2.207606 1.542051
H 3.542989 -1.282912 1.020764
H 4.835742 -2.414835 1.441178
H 3.208607 -3.016435 1.084358
H -0.327976 -1.856211 3.262416
C -0.548472 0.020181 0.793465
N -0.389493 -0.970173 -0.019729
N -0.004860 -0.461155 -1.206985
C 0.043307 0.826816 -1.050713
S 0.489408 2.019151 -2.207146
C 0.690228 0.919049 -3.672351
C -0.623941 0.680705 -4.338575
C -1.360660 -0.458912 -4.040343
C -2.585910 -0.638784 -4.654082
C -3.104448 0.276173 -5.552516
C -2.364322 1.410720 -5.837532
C -1.135703 1.613158 -5.235173
H -0.566247 2.503410 -5.456845
H -2.750144 2.139895 -6.533358
H -4.064418 0.096607 -6.009689
F -3.302027 -1.745580 -4.368142
H -0.992458 -1.185136 -3.332840
H 1.381488 1.452710 -4.322539
H 1.135331 -0.000357 -3.299860
O -0.302397 1.206265 0.194555
H -1.917981 -0.525961 2.303643
H -0.681998 0.516360 4.872205

Forces on the atoms, in the same order (eV/Å):
0.31 -0.06 0.03
-0.13 -0.12 -0.03
-0.11 0.09 -0.07
-0.09 -0.03 0.10
-0.10 0.21 -0.14
0.04 -0.30 -0.04
0.12 0.09 0.00
-0.07 0.14 -0.05
-0.03 0.06 0.12
-0.05 -0.25 0.29
-0.03 0.05 -0.07
-0.02 0.10 -0.01
0.28 0.43 0.12
-0.19 -0.23 0.11
-0.30 -0.14 0.33
0.22 0.26 -0.19
-0.02 -0.21 0.11
0.64 -0.04 -0.11
-0.30 -0.06 -0.12
0.01 0.00 0.12
0.06 0.04 0.01
0.12 -0.05 0.02
-0.27 0.34 -0.16
0.00 0.00 0.13
-0.03 -0.12 -0.05
0.12 -0.01 -0.01
-0.23 0.12 0.17
0.05 0.00 -0.06
0.12 -0.06 0.01
-0.02 -0.11 -0.05
0.02 0.04 -0.07
-0.22 -0.84 -0.47
-0.54 -0.27 1.54
0.45 0.91 -1.01
0.01 -0.72 -0.21
0.27 0.42 -0.31
-0.12 0.18 0.52
-0.21 -0.07 -0.17
-0.14 -0.13 -0.11
0.05 0.18 -0.09
-0.05 -0.21 0.13
0.06 0.02 0.03
0.06 -0.04 0.01
0.07 0.11 -0.05
-0.04 0.06 -0.07
-0.10 -0.04 -0.03
0.05 0.05 -0.01
0.01 -0.07 0.03
0.03 -0.03 0.05
0.11 0.03 -0.13
0.00 0.21 -0.09
0.15 0.04 0.01
-0.01 0.04 -0.02

- Total energy: -44291.2566 eV
- SMILES: CC(C)C[C@H](NC(=O)OC(C)(C)C)c1nnc(SCc2cccc(F)c2)o1
- Energy above the lowest of the compared OMol25 structures with the same formula, charge and spin: 5.5 kcal per mole

Per-atom Mulliken charges, elementary charge units: C -1.49; H 0.35; H 0.30; H 0.43; C 0.80; C -1.61; H 0.40; H 0.32; H 0.43; C -1.21; H 0.42; H 0.52; C 0.28; N -0.09; C 0.56; O -0.63; O -0.56; C 1.72; C -1.60; H 0.36; H 0.32; H 0.47; C -1.74; H 0.41; H 0.40; H 0.42; C -1.61; H 0.35; H 0.47; H 0.37; H 0.26; C -0.05; N -0.91; N -0.07; C 0.52; S -0.15; C -1.15; C 0.66; C -0.42; C 0.29; C -0.53; C -0.40; C -0.68; H 0.39; H 0.38; H 0.44; F -0.31; H 0.51; H 0.53; H 0.43; O -0.28; H 0.78; H 0.22